# C44H54AsBrN5PSi3Tl

C44H54AsBrN5PSi3Tl as an isolated structure (the ωB97M-V functional and the def2-TZVPD basis, the OMol25 dataset).

The geometry in ORCA input format:
```
! wB97M-V def2-TZVPD RIJCOSX def2/J DEFGRID3
* xyz -1 1
Tl 0.930 -0.380 -1.031
C 2.579 -2.281 3.374
C 1.896 -1.646 2.330
N 2.299 -1.673 1.082
C 3.428 -2.314 0.764
C 4.233 -2.951 1.758
C 3.753 -2.925 3.086
C 5.448 -3.550 1.401
C 5.873 -3.488 0.090
C 5.099 -2.902 -0.893
C 3.837 -2.342 -0.620
N 3.062 -1.756 -1.534
C 3.196 -1.981 -2.865
C 3.502 -3.226 -3.413
C 3.606 -3.419 -4.784
C 3.464 -2.375 -5.663
C 3.101 -1.108 -5.176
C 2.897 0.006 -6.014
C 2.451 1.183 -5.480
C 2.196 1.237 -4.104
N 2.435 0.246 -3.284
C 2.905 -0.913 -3.779
H 2.188 -2.251 4.383
H 0.986 -1.088 2.523
H 4.333 -3.411 3.862
H 6.059 -4.029 2.155
H 6.834 -3.908 -0.185
H 5.474 -2.849 -1.906
H 3.637 -4.065 -2.745
H 3.813 -4.414 -5.157
H 3.591 -2.523 -6.727
H 3.093 -0.095 -7.073
H 2.282 2.056 -6.094
H 1.780 2.132 -3.661
N -1.176 -2.764 1.922
P -1.546 -1.182 1.321
C -2.715 -0.855 2.717
C -2.131 -0.493 3.927
C -2.900 -0.233 5.045
C -4.280 -0.317 4.964
C -4.875 -0.666 3.763
C -4.100 -0.930 2.644
C -2.725 -1.638 0.005
C -2.884 -0.732 -1.034
C -3.733 -1.013 -2.088
C -4.411 -2.218 -2.118
C -4.253 -3.131 -1.086
C -3.420 -2.842 -0.023
C -0.295 -3.493 1.166
C 0.268 -4.690 1.619
C 1.051 -5.413 0.742
C 1.238 -4.928 -0.546
C 0.661 -3.719 -0.890
N -0.078 -3.006 -0.053
H -1.151 -2.908 2.925
H -1.054 -0.409 3.987
H -2.427 0.051 5.973
H -4.888 -0.104 5.833
H -5.953 -0.730 3.693
H -4.574 -1.208 1.713
H -2.312 0.189 -1.015
H -3.830 -0.314 -2.905
H -5.055 -2.452 -2.952
H -4.770 -4.081 -1.121
H -3.289 -3.556 0.777
H 0.078 -5.032 2.629
H 1.495 -6.349 1.055
H 1.815 -5.482 -1.269
H 0.788 -3.312 -1.881
Br -0.556 -1.509 -3.288
C -1.313 2.521 -3.108
Si -0.797 3.682 -1.682
C 0.955 4.374 -2.044
C -1.952 5.216 -1.789
As -0.975 2.393 0.301
Si -2.843 3.343 1.393
C -3.411 5.182 1.301
C -4.314 2.283 0.771
C -2.722 2.981 3.269
Si 0.841 3.187 1.587
C 0.761 2.323 3.300
C 0.876 5.093 1.848
C 2.531 2.723 0.809
H -1.155 2.954 -4.092
H -2.368 2.268 -3.030
H -0.759 1.585 -3.069
H 1.038 4.745 -3.062
H 1.698 3.595 -1.912
H 1.209 5.195 -1.379
H -1.811 5.762 -2.718
H -1.776 5.911 -0.974
H -2.994 4.914 -1.748
H -3.832 5.428 0.332
H -2.584 5.865 1.480
H -4.169 5.389 2.052
H -4.406 2.335 -0.312
H -5.267 2.575 1.203
H -4.132 1.243 1.027
H -2.077 3.694 3.774
H -2.320 1.984 3.420
H -3.691 3.016 3.759
H 0.060 2.803 3.977
H 1.727 2.282 3.798
H 0.423 1.301 3.145
H -0.031 5.449 2.329
H 0.954 5.600 0.891
H 1.718 5.415 2.454
H 2.429 1.846 0.169
H 3.281 2.487 1.559
H 2.928 3.529 0.197
*
```

Output
HOMO energy: -3.6465 eV
electronic energy: -8175.23260 a.u.
energy relative to the best compared isomer or geometry (same formula, charge and spin): 0.00 kcal per mole
maximum force: 1.51 eV/A
HOMO-LUMO gap: 6.0 eV

---

# C3H5NS

C3H5NS as an isolated structure (the ωB97M-V functional and the def2-TZVPD basis, the OMol25 dataset).

The geometry in ORCA input format:
```
! wB97M-V def2-TZVPD RIJCOSX def2/J DEFGRID3
* xyz 0 1
C 0.052 -1.052 0.016
C -1.259 -1.074 -0.196
C 0.182 0.357 0.412
N 1.262 1.094 -0.107
S -1.665 0.607 -0.223
H 0.698 -1.785 0.173
H -2.041 -1.874 -0.518
H -0.002 0.482 1.458
H 1.520 1.136 -1.085
H 1.253 2.108 0.071
*
```

Output
HOMO energy: -8.1528 eV
electronic energy: -570.17921 a.u.
energy relative to the best compared isomer or geometry (same formula, charge and spin): 34.72 kcal per mole
maximum force: 4.27 eV/A
HOMO-LUMO gap: 8.9 eV

---

# C7H10

C7H10 as an isolated structure (the ωB97M-V functional and the def2-TZVPD basis, the OMol25 dataset).

The geometry in ORCA input format:
```
! wB97M-V def2-TZVPD RIJCOSX def2/J DEFGRID3
* xyz 0 1
C 1.378 -0.899 -0.016
C 1.545 0.565 0.137
C 0.601 1.439 0.043
C -0.855 0.928 0.250
C -0.878 -0.458 1.096
C -0.119 -1.011 -0.123
C -1.027 0.022 -0.864
H 1.844 -1.646 -0.911
H 1.656 -1.543 0.890
H 2.534 1.187 0.094
H 0.691 2.457 -0.079
H -1.610 1.758 0.331
H -2.043 -0.803 0.388
H -0.862 -0.196 2.189
H -0.237 -1.983 -0.399
H -2.007 -0.357 -1.297
H -0.611 0.539 -1.729
*
```

Output
HOMO energy: -9.1775 eV
electronic energy: -272.49966 a.u.
energy relative to the best compared isomer or geometry (same formula, charge and spin): 137.01 kcal per mole
maximum force: 6.45 eV/A
HOMO-LUMO gap: 10.1 eV

---

# C46H51F4NO2

A 5-piece molecular cluster, C46H51F4NO2 overall (the ωB97M-V functional and the def2-TZVPD basis, the OMol25 dataset).

The geometry in ORCA input format:
```
! wB97M-V def2-TZVPD RIJCOSX def2/J DEFGRID3
* xyz 0 1
C 0.933 3.416 2.729
C 1.347 2.350 3.403
C 1.415 0.793 3.890
C 2.261 -0.150 2.891
C 1.814 -0.079 1.341
C 0.891 -1.307 0.837
C -0.027 -2.113 1.904
O -0.486 -1.779 3.035
O -0.254 -3.364 1.182
C 0.375 -3.508 -0.154
C -0.885 -3.588 -1.159
C -0.602 -4.364 -2.550
C -1.453 -3.647 -3.763
C 1.461 -2.321 -0.305
C 1.240 -1.614 -1.748
C 2.275 -0.415 -2.083
N 1.793 0.187 -3.407
C 3.036 -2.677 -0.327
C 3.450 -3.997 0.494
C 4.635 -4.871 -0.140
C 5.222 -6.175 0.524
C 4.572 -6.674 1.875
C 3.387 -5.815 2.530
C 2.804 -6.422 3.933
C 2.832 -4.482 1.860
H 0.450 4.318 2.183
H 0.373 0.387 4.172
H 2.016 0.830 4.891
H 2.306 -1.229 3.325
H 3.363 0.237 2.933
H 1.249 0.909 1.079
H 2.800 -0.022 0.720
H 0.068 -0.745 0.223
H 0.837 -4.563 -0.249
H -1.368 -2.578 -1.419
H -1.707 -4.202 -0.603
H 0.522 -4.372 -2.793
H -1.055 -5.436 -2.476
H -0.927 -3.807 -4.783
H -1.610 -2.521 -3.595
H -2.506 -4.150 -3.771
H 0.173 -1.158 -1.883
H 1.339 -2.391 -2.614
H 2.257 0.457 -1.330
H 3.358 -0.774 -2.295
H 1.401 -0.647 -3.907
H 2.652 0.415 -3.948
H 3.733 -1.827 0.007
H 3.306 -2.892 -1.443
H 5.139 -4.531 -1.134
H 6.099 -6.790 0.087
H 4.931 -7.638 2.420
H 3.751 -6.777 4.517
H 2.226 -5.648 4.553
H 2.217 -7.375 3.676
H 1.989 -3.892 2.366
F 0.975 0.816 -6.836
C 0.247 1.854 -6.394
C -0.126 1.905 -5.059
C -0.876 2.983 -4.599
C -1.255 3.993 -5.482
C -0.880 3.929 -6.822
C -0.120 2.856 -7.280
H 0.171 1.106 -4.388
H -1.166 3.037 -3.554
H -1.845 4.832 -5.123
H -1.179 4.714 -7.509
H 0.189 2.795 -8.317
F -2.198 -6.980 -2.153
C -2.632 -7.496 -0.992
C -3.638 -6.847 -0.292
C -4.092 -7.385 0.909
C -3.527 -8.560 1.402
C -2.514 -9.200 0.693
C -2.068 -8.669 -0.514
H -4.060 -5.930 -0.687
H -4.884 -6.889 1.461
H -3.879 -8.976 2.341
H -2.072 -10.113 1.080
H -1.286 -9.159 -1.083
F -1.641 6.222 1.379
C -2.048 6.266 2.657
C -3.034 5.391 3.088
C -3.453 5.432 4.415
C -2.890 6.357 5.292
C -1.905 7.235 4.848
C -1.477 7.186 3.524
H -3.466 4.684 2.389
H -4.218 4.746 4.764
H -3.221 6.392 6.326
H -1.470 7.957 5.532
H -0.705 7.856 3.163
F 0.695 10.633 1.929
C -0.445 10.596 1.223
C -1.452 11.508 1.505
C -2.633 11.472 0.769
C -2.798 10.517 -0.233
C -1.783 9.603 -0.504
C -0.598 9.645 0.224
H -1.309 12.238 2.293
H -3.424 12.186 0.976
H -3.722 10.487 -0.804
H -1.916 8.857 -1.282
H 0.206 8.947 0.020
*
```

Output
HOMO energy: -8.3918 eV
SMILES string: C#CCCC[C@@H]1C(=O)O[C@@H](CCC)[C@]1(CCN)Cc1cccc(C)c1.Fc1ccccc1.Fc1ccccc1.Fc1ccccc1.Fc1ccccc1
electronic energy: -2387.67787 a.u.
maximum force: 6.74 eV/A
HOMO-LUMO gap: 8.9 eV

---

# C10H18N2O5

C10H18N2O5 as an isolated structure (the ωB97M-V functional and the def2-TZVPD basis, the OMol25 dataset).

The geometry in ORCA input format:
```
! wB97M-V def2-TZVPD RIJCOSX def2/J DEFGRID3
* xyz 0 1
C 0.597 -0.733 0.284
C 0.152 0.398 0.982
C 2.185 -1.026 0.182
C 3.161 0.282 0.026
C 4.622 -0.522 0.001
C -2.235 0.211 0.076
C -2.390 -0.003 -1.517
C -3.463 0.795 0.895
C -4.694 0.341 0.203
C -3.178 0.422 2.389
H 0.568 -1.720 -1.504
H 0.160 0.311 -1.604
H 0.205 -1.637 0.898
H 2.459 -1.632 1.262
H 2.325 -2.025 -0.738
H 2.989 1.202 0.866
H 2.896 0.505 -1.087
H 6.357 0.043 -0.323
H -1.214 1.869 0.793
H -2.095 -0.832 0.494
H -3.380 2.013 0.829
H -4.859 -0.813 0.496
H -5.715 0.705 0.642
H -4.691 0.398 -0.869
H -3.941 0.298 3.247
H -2.498 1.088 2.721
H -2.910 -0.686 2.291
H -1.286 1.542 -1.728
N 0.132 -0.823 -1.081
N -1.096 0.966 0.270
O 0.744 1.059 1.769
O 5.057 -1.720 0.232
O 5.433 0.580 -0.359
O -2.804 -1.088 -2.066
O -1.827 0.842 -2.343
*
```

Output
HOMO energy: -9.2095 eV
electronic energy: -877.31597 a.u.
energy relative to the best compared isomer or geometry (same formula, charge and spin): 203.09 kcal per mole
maximum force: 7.15 eV/A
HOMO-LUMO gap: 9.5 eV

---

# C22H51BCl16NNbO7P3

C22H51BCl16NNbO7P3 as an isolated structure (the ωB97M-V functional and the def2-TZVPD basis, the OMol25 dataset).

The geometry in ORCA input format:
```
! wB97M-V def2-TZVPD RIJCOSX def2/J DEFGRID3
* xyz -1 1
C 5.213 -1.863 2.132
C 5.007 -1.253 3.295
C 4.204 -0.506 4.513
C 2.851 0.246 3.944
C 2.005 -0.918 3.205
Nb -0.143 -0.281 2.652
B -2.322 0.330 2.096
O -3.369 -0.582 1.679
O -2.717 1.751 2.199
P -0.279 -2.348 1.163
C 0.028 -2.011 -0.673
O 1.077 -3.352 1.675
P -1.003 -1.751 4.590
O -2.711 -1.914 4.551
O -0.198 -3.274 4.606
P 0.725 1.263 0.843
N 0.848 2.740 1.519
O 2.286 0.937 0.220
O -0.415 1.442 -0.422
H 5.049 -2.213 1.037
H 3.802 -1.368 5.186
H 4.929 0.205 5.044
H 2.354 0.696 4.874
H 3.168 1.094 3.208
H 2.488 -1.207 2.201
H 1.909 -1.788 3.953
H -0.094 1.093 3.824
H -3.017 -1.422 1.303
H -2.826 1.882 3.182
H 0.674 -2.899 -1.070
H 0.466 -0.987 -0.942
H -0.987 -2.106 -1.235
H 1.877 -3.136 1.138
H -3.051 -2.242 3.683
H -0.490 -3.829 3.829
H 0.551 2.711 2.508
H 2.569 0.004 0.364
H -0.725 2.393 -0.409
Cl -6.154 -2.746 5.001
C -6.118 -1.379 3.859
C -7.433 -0.625 3.827
Cl -8.743 -1.587 3.095
H -5.852 -1.767 2.874
H -5.317 -0.713 4.189
H -7.328 0.278 3.220
H -7.750 -0.327 4.828
Cl -1.615 0.956 -5.031
C -1.177 2.158 -3.789
C -0.091 3.103 -4.266
Cl 1.480 2.284 -4.454
H -0.874 1.619 -2.888
H -2.084 2.721 -3.560
H 0.054 3.901 -3.534
H -0.350 3.563 -5.223
Cl 0.825 -2.608 -8.272
C -0.950 -2.597 -8.417
C -1.635 -2.585 -7.063
Cl -1.417 -4.120 -6.186
H -1.247 -3.465 -9.010
H -1.217 -1.697 -8.975
H -2.711 -2.445 -7.193
H -1.260 -1.777 -6.431
Cl 7.435 2.248 -7.373
C 5.660 2.258 -7.529
C 4.965 2.264 -6.181
Cl 5.177 0.727 -5.307
H 5.367 1.391 -8.124
H 5.397 3.159 -8.086
H 3.891 2.404 -6.319
H 5.333 3.071 -5.542
Cl 3.597 6.195 2.432
C 4.595 5.208 1.334
C 4.352 3.722 1.519
Cl 4.962 3.131 3.086
H 5.642 5.468 1.502
H 4.330 5.502 0.316
H 4.879 3.161 0.743
H 3.289 3.476 1.454
Cl 3.783 -1.543 7.859
C 4.212 -0.337 9.097
C 5.287 0.619 8.617
Cl 6.865 -0.184 8.427
H 4.522 -0.871 9.998
H 3.299 0.217 9.328
H 5.425 1.419 9.348
H 5.021 1.075 7.661
Cl -13.409 -1.337 4.990
C -12.404 -2.326 3.901
C -12.665 -3.811 4.072
Cl -12.087 -4.419 5.643
H -11.357 -2.078 4.087
H -12.650 -2.022 2.881
H -12.132 -4.372 3.300
H -13.729 -4.044 3.989
Cl 2.733 2.510 -9.468
C 2.517 1.259 -10.718
C 2.898 -0.122 -10.219
Cl 4.651 -0.278 -9.942
H 3.107 1.548 -11.591
H 1.462 1.273 -11.001
H 2.627 -0.873 -10.965
H 2.385 -0.368 -9.287
*
```

Output
HOMO energy: -4.6016 eV
electronic energy: -9919.15313 a.u.
maximum force: 6.99 eV/A
HOMO-LUMO gap: 5.5 eV

---

# C6H9N2

An isolated ion of composition C6H9N2 and charge +1 (the ωB97M-V functional and the def2-TZVPD basis, the OMol25 dataset).

The geometry in ORCA input format:
```
! wB97M-V def2-TZVPD RIJCOSX def2/J DEFGRID3
* xyz 1 1
C -1.456 -1.353 -0.070
N -0.566 -0.723 0.592
C 0.227 -0.878 1.792
C 0.869 0.485 1.571
C -0.092 0.564 0.295
N -0.892 1.637 -0.393
C -0.022 1.139 -1.089
C 0.576 0.871 -2.365
H -1.870 -1.000 -0.977
H -1.871 -2.286 0.361
H 0.923 -1.647 1.968
H -0.456 -1.031 2.658
H 0.499 1.365 2.070
H 1.923 0.497 1.612
H 1.636 0.682 -2.217
H 0.527 1.674 -2.998
H 0.049 0.005 -2.811
*
```

Output
HOMO energy: -13.8804 eV
SMILES string: C=[N+]1CC[C@]12N=C2C
electronic energy: -343.14835 a.u.
energy relative to the best compared isomer or geometry (same formula, charge and spin): 108.64 kcal per mole
maximum force: 4.07 eV/A
HOMO-LUMO gap: 9.0 eV

---

# C22H48FN2O10P2

A 3-piece molecular cluster, C22H48FN2O10P2 overall (the ωB97M-V functional and the def2-TZVPD basis, the OMol25 dataset).

The geometry in ORCA input format:
```
! wB97M-V def2-TZVPD RIJCOSX def2/J DEFGRID3
* xyz 0 2
C -3.377 2.218 -1.305
C -2.402 2.206 -2.656
O -1.877 3.381 -3.010
N -2.166 0.868 -3.317
C -3.264 -0.138 -3.003
C -2.020 0.962 -4.819
C -0.787 -0.095 -5.220
C 0.613 0.226 -4.407
C 1.057 -0.944 -3.340
C 1.329 -0.385 -1.804
F 0.244 0.590 -1.521
C 2.782 0.414 -1.654
C 3.126 0.848 -0.112
C 2.273 2.212 0.325
C 4.723 1.347 -0.131
N 3.061 -0.264 0.906
O 4.181 -1.009 0.921
C 1.803 -1.094 0.817
C 0.474 -0.421 1.516
C 2.115 -2.477 1.706
C 1.406 -1.616 -0.684
H -4.515 2.328 -1.563
H -3.026 3.163 -0.669
H -3.151 1.283 -0.598
H -3.115 -0.504 -1.893
H -4.337 0.321 -3.182
H -3.207 -1.094 -3.708
H -3.047 0.663 -5.331
H -1.718 2.016 -5.228
H -0.598 0.087 -6.384
H -1.176 -1.200 -5.078
H 0.593 1.317 -3.951
H 1.468 0.251 -5.238
H 2.006 -1.488 -3.760
H 0.175 -1.748 -3.325
H 2.698 1.382 -2.323
H 3.639 -0.302 -2.075
H 1.677 2.086 1.325
H 3.045 3.101 0.522
H 1.599 2.604 -0.578
H 5.413 0.608 -0.722
H 5.096 1.593 0.957
H 4.706 2.363 -0.749
H 0.121 0.586 1.036
H 0.656 -0.383 2.671
H -0.416 -1.197 1.349
H 2.815 -3.234 1.118
H 2.592 -2.114 2.727
H 1.067 -3.009 1.852
H 0.386 -2.196 -0.728
H 2.237 -2.405 -1.015
C -0.258 5.552 3.453
O 1.070 5.884 3.830
P 2.023 4.695 4.650
O 1.552 3.637 3.643
O 1.006 4.767 5.943
C 1.072 5.952 6.718
O 2.975 3.506 5.470
C 2.494 2.177 5.568
H -0.822 6.482 3.337
H -0.253 5.031 2.492
H -0.755 4.941 4.210
H 0.154 6.526 6.566
H 1.931 6.568 6.440
H 1.151 5.683 7.774
H 2.670 1.641 4.631
H 1.431 2.158 5.825
H 3.051 1.668 6.359
C -1.480 -4.350 1.189
O -1.092 -4.620 -0.151
P -2.321 -4.737 -1.363
O -2.988 -3.476 -0.797
O -2.915 -6.090 -0.636
C -2.115 -7.254 -0.749
O -3.550 -4.854 -2.575
C -4.880 -4.483 -2.255
H -0.685 -4.706 1.851
H -1.593 -3.273 1.334
H -2.406 -4.866 1.455
H -1.691 -7.489 0.232
H -1.303 -7.118 -1.468
H -2.743 -8.088 -1.072
H -4.986 -3.395 -2.283
H -5.174 -4.872 -1.276
H -5.545 -4.907 -3.012
*
```

Output
HOMO energy (alpha / beta): -8.6064 / -9.0903 eV
⟨S²⟩: 0.7547
electronic energy: -2510.93584 a.u.
energy relative to the best compared isomer or geometry (same formula, charge and spin): 280.24 kcal per mole
maximum force: 10.26 eV/A
HOMO-LUMO gap (alpha / beta): 5.0 / 5.4 eV

---

Among the records above, which one has the highest maximum force?
C22H48FN2O10P2